A structure of composition C30H37ClIN2O4PPd. Source: the OMol25 dataset; level of theory: ωB97M-V/def2-TZVPD.

XYZ file:
```
77
Properties=species:S:1:pos:R:3:forces:R:3
Pd 0.750 1.006 0.292 0.0 0.1 -0.5
Cl 6.252 2.183 4.603 0.0 0.0 0.0
C 4.812 1.551 3.851 0.0 0.0 0.0
C 4.168 0.487 4.413 0.0 0.0 0.0
C 3.009 -0.046 3.830 0.1 0.0 0.0
I 2.082 -1.686 4.709 0.0 0.0 0.0
C 2.447 0.474 2.667 -0.1 0.0 -0.1
O 1.384 0.017 2.114 0.0 0.0 0.1
C 3.153 1.599 2.083 0.0 0.0 0.0
N 2.627 2.099 0.934 0.0 0.1 0.1
C 3.221 3.104 0.335 0.0 0.0 0.0
C 4.387 3.703 0.839 0.0 0.0 0.0
C 4.933 3.224 1.996 0.0 0.0 0.0
C 4.324 2.138 2.660 0.0 0.0 0.0
H 4.561 0.046 5.319 0.0 0.0 0.0
H 2.766 3.457 -0.583 0.0 0.0 0.0
H 4.837 4.529 0.306 0.0 0.0 0.0
H 5.831 3.660 2.413 0.0 0.0 0.0
C -1.762 -2.720 -4.756 0.0 0.0 0.0
C -0.759 -2.205 -3.758 0.0 0.0 0.0
C 0.592 -2.131 -4.079 0.0 0.0 0.0
C 1.527 -1.622 -3.179 0.0 0.0 0.0
C 2.989 -1.563 -3.529 0.0 0.0 0.0
C 1.084 -1.174 -1.951 0.0 0.0 0.0
C -0.272 -1.264 -1.569 0.1 0.0 0.0
C -1.184 -1.788 -2.506 0.0 0.0 0.0
N -0.582 -0.731 -0.340 -0.1 0.0 0.0
C -1.538 -1.288 0.610 0.0 0.0 0.1
C -2.015 -0.145 1.522 0.0 0.0 0.0
C -2.869 -0.685 2.670 0.0 0.0 0.0
C -4.089 -1.411 2.101 0.0 0.0 0.0
C -3.618 -2.571 1.223 0.0 0.0 0.0
C -2.790 -3.549 2.061 0.0 0.0 0.0
C -1.568 -2.819 2.620 0.0 0.0 0.0
C -2.025 -1.654 3.503 0.0 0.0 0.0
C -0.712 -2.286 1.468 0.0 0.0 0.0
C -2.762 -2.040 0.065 0.0 0.0 0.0
H -1.280 -2.998 -5.692 0.0 0.0 0.0
H -2.517 -1.963 -4.979 0.0 0.0 0.0
H -2.284 -3.598 -4.373 0.0 0.0 0.0
H 0.922 -2.463 -5.058 0.0 0.0 0.0
H 3.135 -1.493 -4.607 0.0 0.0 0.0
H 3.505 -2.460 -3.182 0.0 0.0 0.0
H 3.469 -0.705 -3.060 0.0 0.0 0.0
H 1.782 -0.760 -1.231 0.0 0.0 0.0
H -2.240 -1.802 -2.290 0.0 0.0 0.0
H -2.589 0.579 0.930 0.0 0.0 0.0
H -1.138 0.370 1.922 0.0 0.0 0.0
H -3.192 0.151 3.295 0.0 0.0 0.0
H -4.700 -0.718 1.513 0.0 0.0 0.0
H -4.717 -1.790 2.913 0.0 0.0 0.0
H -4.483 -3.090 0.802 0.0 0.0 0.0
H -2.474 -4.397 1.445 0.0 0.0 0.0
H -3.401 -3.948 2.877 0.0 0.0 0.0
H -0.957 -3.508 3.211 0.0 0.0 0.0
H -1.155 -1.137 3.912 0.0 0.0 0.0
H -2.613 -2.033 4.345 0.0 0.0 0.0
H -0.383 -3.106 0.822 0.0 0.0 0.0
H 0.170 -1.772 1.853 0.0 0.0 0.0
H -3.372 -1.374 -0.556 0.0 0.0 0.0
H -2.445 -2.884 -0.550 0.0 0.0 0.0
C -2.236 1.351 -2.392 0.0 0.0 0.0
O -0.903 1.780 -2.661 0.0 0.0 0.0
P 0.015 2.329 -1.454 0.0 -0.1 0.3
O -0.943 3.555 -0.991 0.0 0.1 -0.1
C -0.737 4.148 0.295 0.0 0.0 -0.1
O 1.169 3.028 -2.324 0.0 0.0 0.0
C 0.852 3.886 -3.430 0.0 0.0 0.0
H -2.550 0.743 -3.237 0.0 0.0 0.0
H -2.894 2.213 -2.283 0.0 0.0 0.0
H -2.279 0.748 -1.481 0.0 0.0 0.0
H -1.655 4.669 0.555 0.0 0.0 0.0
H 0.089 4.861 0.257 0.0 0.0 0.0
H -0.520 3.382 1.043 0.0 0.0 0.0
H 0.503 3.294 -4.274 0.0 0.0 0.0
H 1.769 4.406 -3.694 0.0 0.0 0.0
H 0.086 4.608 -3.148 0.0 0.0 0.0
```
Positions in Å, forces in eV/Å.

2S+1: 3
HOMO energy (spin up / spin down), eV: -6.9 / -7.0
Expectation value of S²: 2.03
ΔE to the lowest compared entry with this formula, charge and spin, kJ/mol: 3.2
Strongest force on any atom, eV Å⁻¹: 0.49
E_LUMO (spin up / spin down), eV: 0.3 / -1.3

Atom-resolved charges from Löwdin, all expressed in e:
1 Pd 0.634
2 Cl 0.667
3 C -0.622
4 C -0.183
5 C -0.647
6 I 0.926
7 C -0.454
8 O -0.231
9 C -0.138
10 N 0.030
11 C -0.127
12 C -0.046
13 C -0.023
14 C -0.177
15 H 0.091
16 H 0.088
17 H 0.104
18 H 0.089
19 C -0.044
20 C -0.257
21 C 0.002
22 C -0.256
23 C -0.043
24 C 0.005
25 C -0.272
26 C 0.001
27 N 0.090
28 C -0.429
29 C -0.099
30 C -0.281
31 C -0.120
32 C -0.285
33 C -0.118
34 C -0.283
35 C -0.116
36 C -0.068
37 C -0.096
38 H 0.074
39 H 0.079
40 H 0.083
41 H 0.118
42 H 0.076
43 H 0.086
44 H 0.079
45 H 0.100
46 H 0.097
47 H 0.118
48 H 0.093
49 H 0.141
50 H 0.119
51 H 0.120
52 H 0.139
53 H 0.120
54 H 0.120
55 H 0.137
56 H 0.093
57 H 0.122
58 H 0.132
59 H 0.080
60 H 0.119
61 H 0.116
62 C -0.106
63 O -0.302
64 P 0.696
65 O -0.325
66 C -0.122
67 O -0.332
68 C -0.096
69 H 0.088
70 H 0.089
71 H 0.056
72 H 0.085
73 H 0.084
74 H 0.057
75 H 0.083
76 H 0.087
77 H 0.084


A structure of composition C30H37N4O4S3V. Source: the OMol25 dataset; level of theory: ωB97M-V/def2-TZVPD.

XYZ file:
```
79
Properties=species:S:1:pos:R:3:forces:R:3
V -0.479 1.067 0.962 0.1 0.0 -0.1
N 0.371 -0.719 1.714 0.0 0.0 0.0
C 1.622 -0.414 2.484 0.0 0.0 0.0
C 1.335 0.838 3.275 0.0 0.0 0.0
N 0.860 1.850 2.298 0.0 0.0 0.0
H -0.298 -1.178 2.333 0.0 0.0 0.0
H 0.561 -1.400 0.979 0.0 0.0 0.0
H 2.420 -0.229 1.763 0.0 0.0 0.0
H 1.901 -1.253 3.119 0.0 0.0 0.0
H 2.226 1.194 3.792 0.0 0.0 0.0
H 0.552 0.672 4.018 0.0 0.0 0.0
H 1.689 2.147 1.701 0.0 0.0 0.0
H 0.504 2.679 2.777 0.0 0.0 0.0
C -7.554 5.024 0.912 0.0 0.0 0.0
C -6.161 4.530 1.143 0.0 0.0 0.0
C -5.499 4.813 2.342 0.0 0.0 0.0
C -4.199 4.403 2.555 0.0 0.0 0.0
C -3.556 3.684 1.543 0.0 0.0 0.0
C -4.190 3.379 0.334 0.0 0.0 0.0
C -5.487 3.808 0.148 0.0 0.0 0.0
S -1.962 3.152 1.846 0.0 -0.1 0.0
O -1.228 2.937 0.539 0.0 0.0 0.0
O -1.277 3.937 2.812 0.0 0.0 0.0
N -1.899 1.563 2.315 0.0 0.0 0.1
C -2.850 0.680 1.758 0.0 0.0 0.0
C -4.146 0.417 2.150 0.0 0.0 0.0
C -4.810 -0.581 1.450 0.0 0.0 0.0
C -4.175 -1.274 0.418 0.0 0.0 0.0
C -2.874 -0.957 0.094 0.0 0.0 0.0
N -2.240 0.024 0.760 0.0 0.0 0.0
H -8.129 5.030 1.836 0.0 0.0 0.0
H -8.076 4.424 0.170 0.0 0.0 0.0
H -7.519 6.052 0.544 0.0 0.0 0.0
H -6.009 5.377 3.112 0.0 0.0 0.0
H -3.683 4.644 3.474 0.0 0.0 0.0
H -3.667 2.843 -0.447 0.0 0.0 0.0
H -5.991 3.597 -0.785 0.0 0.0 0.0
H -4.601 0.955 2.969 0.0 0.0 0.0
H -5.829 -0.834 1.716 0.0 0.0 0.0
H -4.688 -2.055 -0.124 0.0 0.0 0.0
H -2.329 -1.461 -0.693 0.0 0.0 0.0
O 0.167 1.156 -0.701 0.0 0.0 0.1
S -0.102 2.011 -2.047 0.0 0.0 0.0
C 1.367 3.046 -2.103 0.0 0.0 0.0
C 2.705 2.361 -2.323 0.0 0.0 0.0
C 3.879 3.341 -2.183 0.0 0.0 0.0
C 3.989 4.102 -0.866 0.0 0.0 0.0
S 4.119 3.129 0.651 0.0 0.0 0.0
O 2.887 2.219 0.652 0.0 0.0 0.0
C 5.508 2.100 0.242 0.0 0.0 0.0
C 6.773 2.655 0.390 0.0 0.0 0.0
C 7.881 1.886 0.070 0.0 0.0 0.0
C 7.717 0.578 -0.368 0.0 0.0 0.0
C 6.447 0.030 -0.488 0.0 0.0 0.0
C 5.328 0.793 -0.183 0.0 0.0 0.0
C 0.020 0.817 -3.312 0.0 0.0 0.0
C 0.990 -0.188 -3.334 0.0 0.0 0.0
C 1.006 -1.056 -4.408 0.0 0.0 0.0
C 0.086 -0.906 -5.445 0.0 0.0 0.0
C -0.873 0.096 -5.410 0.0 0.0 0.0
C -0.924 0.962 -4.328 0.0 0.0 0.0
H 1.304 3.575 -1.148 0.0 0.0 0.0
H 1.118 3.761 -2.895 0.0 0.0 0.0
H 2.736 1.940 -3.329 0.0 0.0 0.0
H 2.818 1.550 -1.606 0.0 0.0 0.0
H 3.828 4.088 -2.978 0.0 0.0 0.0
H 4.800 2.781 -2.352 0.0 0.0 0.0
H 3.150 4.777 -0.680 0.0 0.0 0.0
H 4.887 4.724 -0.866 0.0 0.0 0.0
H 6.899 3.667 0.759 0.0 0.0 0.0
H 8.873 2.303 0.178 0.0 0.0 0.0
H 8.586 -0.021 -0.606 0.0 0.0 0.0
H 6.330 -0.994 -0.816 0.0 0.0 0.0
H 4.330 0.380 -0.258 0.0 0.0 0.0
H 1.705 -0.290 -2.529 0.0 0.0 0.0
H 1.742 -1.847 -4.452 0.0 0.0 0.0
H 0.119 -1.585 -6.287 0.0 0.0 0.0
H -1.586 0.200 -6.216 0.0 0.0 0.0
H -1.676 1.740 -4.281 0.0 0.0 0.0
```
Positions in Å, forces in eV/Å.

2S+1: 2
HOMO energy (spin up / spin down), eV: -15.9 / -15.9
Expectation value of S²: 0.77
ΔE to the lowest compared entry with this formula, charge and spin, kJ/mol: 0.0
Total charge: +3
Strongest force on any atom, eV Å⁻¹: 0.14
E_LUMO (spin up / spin down), eV: -10.4 / -9.8

Atom-resolved charges from Löwdin, all expressed in e:
1 V 1.049
2 N -0.002
3 C -0.156
4 C -0.159
5 N -0.030
6 H 0.132
7 H 0.132
8 H 0.120
9 H 0.143
10 H 0.147
11 H 0.136
12 H 0.056
13 H 0.100
14 C -0.014
15 C -0.214
16 C 0.012
17 C -0.014
18 C -0.321
19 C -0.044
20 C 0.000
21 S 0.734
22 O -0.385
23 O -0.217
24 N -0.145
25 C -0.380
26 C 0.046
27 C 0.024
28 C -0.001
29 C -0.053
30 N 0.002
31 H 0.097
32 H 0.092
33 H 0.111
34 H 0.138
35 H 0.131
36 H 0.118
37 H 0.130
38 H 0.143
39 H 0.139
40 H 0.132
41 H 0.135
42 O -0.539
43 S 1.200
44 C -0.286
45 C -0.223
46 C -0.187
47 C -0.309
48 S 1.076
49 O -0.572
50 C -0.409
51 C -0.070
52 C -0.037
53 C -0.039
54 C -0.052
55 C -0.088
56 C -0.412
57 C -0.069
58 C -0.028
59 C -0.011
60 C -0.028
61 C -0.064
62 H 0.094
63 H 0.129
64 H 0.126
65 H 0.078
66 H 0.134
67 H 0.124
68 H 0.094
69 H 0.110
70 H 0.122
71 H 0.125
72 H 0.122
73 H 0.115
74 H 0.091
75 H 0.112
76 H 0.127
77 H 0.131
78 H 0.129
79 H 0.119


A cluster of 5 separate species, C30H37N6 in total. Source: the OMol25 dataset; level of theory: ωB97M-V/def2-TZVPD.

XYZ file:
```
73
Properties=species:S:1:pos:R:3:forces:R:3
N 1.987 4.150 -4.295 -0.2 -0.5 0.2
C 1.428 2.814 -3.994 0.5 -0.2 -0.6
C 1.997 2.250 -2.698 0.0 0.6 0.3
C 1.093 2.470 -1.468 0.4 -0.5 0.1
C 1.052 1.242 -0.536 -0.2 0.6 -0.6
C 2.385 1.117 0.160 -0.1 -0.1 0.3
N 2.762 -0.248 0.634 0.3 -0.2 0.3
C 2.103 -1.362 0.307 -0.2 -0.6 0.1
C 2.492 -2.605 0.785 0.1 0.4 0.0
C 3.591 -2.704 1.618 -0.1 0.1 0.0
C 4.266 -1.542 1.966 -0.3 0.5 -0.4
C 3.828 -0.335 1.456 0.3 -0.5 0.3
H 2.983 3.995 -4.416 0.1 0.3 0.1
H 1.665 4.402 -5.223 -0.1 0.3 0.0
H 1.686 2.132 -4.809 -0.1 -0.2 0.0
H 0.343 2.846 -3.969 -0.2 0.2 0.1
H 2.940 2.768 -2.522 0.2 -0.1 0.0
H 2.248 1.200 -2.829 -0.1 -0.2 0.0
H 0.087 2.696 -1.799 -0.2 0.1 0.1
H 1.464 3.311 -0.888 -0.2 0.3 0.0
H 0.802 0.387 -1.157 0.0 -0.2 0.0
H 0.244 1.391 0.174 0.0 -0.2 0.3
H 2.376 1.735 1.054 0.0 0.1 0.1
H 3.208 1.469 -0.452 0.1 -0.1 -0.3
H 1.234 -1.288 -0.322 -0.1 0.2 0.0
H 1.912 -3.465 0.499 -0.1 -0.1 0.0
H 3.907 -3.655 2.011 0.0 -0.2 0.0
H 5.115 -1.542 2.625 0.2 -0.1 0.1
H 4.320 0.581 1.736 0.0 0.2 -0.1
N -2.647 5.302 -4.485 0.0 0.0 0.0
C -1.426 5.057 -4.956 0.0 0.0 0.0
C -1.108 5.075 -6.306 -0.1 0.0 0.0
C -2.111 5.363 -7.217 0.0 0.0 -0.1
C -3.386 5.622 -6.742 0.0 0.0 0.0
C -3.599 5.579 -5.372 0.0 0.0 0.1
H -0.669 4.837 -4.211 0.1 0.1 0.0
H -0.098 4.872 -6.638 0.0 0.0 0.0
H -1.902 5.388 -8.279 0.0 0.0 0.0
H -4.198 5.852 -7.417 0.0 0.0 0.0
H -4.582 5.778 -4.960 0.0 0.0 0.0
N -0.505 1.556 4.819 0.2 0.1 0.1
C 0.141 0.872 3.879 -0.3 -0.1 -0.1
C 1.517 0.875 3.738 0.1 0.1 0.0
C 2.278 1.638 4.609 0.0 0.0 0.0
C 1.623 2.359 5.593 0.0 0.0 0.0
C 0.236 2.281 5.655 -0.1 0.0 0.0
H -0.482 0.283 3.213 0.0 0.0 0.0
H 1.969 0.283 2.955 0.0 -0.1 0.1
H 3.359 1.666 4.531 0.0 0.0 0.0
H 2.169 2.968 6.300 0.0 0.0 0.0
H -0.312 2.829 6.413 0.0 0.0 0.0
N -1.623 -1.744 1.568 0.0 0.1 -0.1
C -2.473 -2.700 1.952 0.1 -0.1 0.1
C -3.848 -2.604 1.789 0.0 0.1 0.0
C -4.372 -1.466 1.201 -0.1 0.0 0.0
C -3.503 -0.465 0.798 0.0 0.0 0.0
C -2.148 -0.656 1.003 0.1 0.0 0.0
H -2.026 -3.577 2.407 -0.1 0.0 -0.1
H -4.492 -3.408 2.118 0.0 0.0 0.0
H -5.440 -1.358 1.061 0.0 0.0 0.0
H -3.868 0.444 0.338 0.0 0.0 0.0
H -1.433 0.105 0.702 -0.1 0.0 0.0
N -1.491 -5.956 2.409 0.0 -0.1 0.0
C -0.368 -6.661 2.277 0.0 0.1 0.0
C -0.325 -8.045 2.252 0.0 0.0 0.0
C -1.516 -8.742 2.375 0.0 0.0 0.0
C -2.694 -8.028 2.515 0.0 0.0 0.0
C -2.626 -6.643 2.525 0.0 0.1 0.0
H 0.543 -6.078 2.188 0.0 0.0 0.0
H 0.618 -8.563 2.142 0.0 0.0 0.0
H -1.526 -9.824 2.363 0.0 0.0 0.0
H -3.646 -8.530 2.615 0.0 0.0 0.0
H -3.527 -6.048 2.631 0.0 0.0 0.0
```
Positions in Å, forces in eV/Å.

2S+1: 1
HOMO energy, eV: -11.2
ΔE to the lowest compared entry with this formula, charge and spin, kJ/mol: 0.0
Total charge: +1
Strongest force on any atom, eV Å⁻¹: 0.88
E_LUMO, eV: -3.9

Atom-resolved charges from Löwdin, all expressed in e:
1 N 0.004
2 C -0.287
3 C -0.198
4 C -0.175
5 C -0.182
6 C -0.098
7 N -0.025
8 C 0.015
9 C 0.015
10 C 0.001
11 C 0.003
12 C -0.030
13 H 0.067
14 H 0.045
15 H 0.106
16 H 0.090
17 H 0.105
18 H 0.108
19 H 0.113
20 H 0.120
21 H 0.104
22 H 0.103
23 H 0.130
24 H 0.136
25 H 0.130
26 H 0.125
27 H 0.127
28 H 0.125
29 H 0.148
30 N 0.054
31 C -0.163
32 C -0.075
33 C -0.077
34 C -0.069
35 C -0.152
36 H 0.081
37 H 0.089
38 H 0.107
39 H 0.103
40 H 0.104
41 N 0.071
42 C -0.145
43 C -0.087
44 C -0.079
45 C -0.062
46 C -0.135
47 H 0.086
48 H 0.064
49 H 0.102
50 H 0.106
51 H 0.110
52 N 0.041
53 C -0.143
54 C -0.059
55 C -0.067
56 C -0.064
57 C -0.177
58 H 0.074
59 H 0.100
60 H 0.111
61 H 0.106
62 H 0.073
63 N 0.044
64 C -0.159
65 C -0.070
66 C -0.070
67 C -0.062
68 C -0.147
69 H 0.093
70 H 0.102
71 H 0.110
72 H 0.106
73 H 0.100